1.
C25H38F3N3O3W | ωB97M-V/def2-TZVPD

Each line ends with the Löwdin charge.
Atoms and positions in Å:
H: 3.334 16.896 7.428  0.104
C: 6.727 20.722 7.378  -0.330
H: 11.137 17.945 7.040  0.132
C: 5.907 21.734 7.736  -0.011
H: 9.290 16.052 6.100  0.131
C: 8.660 10.905 7.349  0.002
H: 9.832 20.690 11.120  0.107
H: 4.635 21.933 9.537  0.096
F: 8.774 8.215 6.367  0.118
H: 7.758 16.308 12.151  0.156
H: 7.627 18.557 12.218  0.137
H: 9.324 17.936 12.253  0.138
H: 6.936 15.984 5.295  0.110
H: 7.617 18.799 5.939  0.029
C: 8.581 9.212 5.442  -0.553
C: 7.759 20.945 6.330  -0.053
H: 6.170 18.382 5.509  0.128
C: 9.762 18.003 5.346  -0.167
O: 6.984 16.805 10.279  -0.330
C: 5.680 16.244 10.645  -0.085
H: 9.263 18.834 4.961  0.075
C: 7.247 11.338 5.396  0.022
C: 8.064 16.790 11.213  -0.149
C: 8.864 20.331 10.805  -0.064
C: 7.501 16.906 5.017  -0.197
C: 10.140 18.320 6.805  -0.162
H: 4.508 18.779 10.354  0.075
W: 7.037 17.647 8.155  1.726
F: 9.705 9.296 4.755  0.186
H: 5.310 16.798 11.519  0.134
H: 9.378 10.279 7.975  0.160
H: 8.725 12.444 8.810  0.125
H: 6.840 11.080 4.399  0.139
C: 5.262 21.361 8.958  0.013
C: 7.209 14.374 7.569  -0.038
H: 6.101 18.846 10.918  0.038
C: 5.747 20.121 9.319  -0.364
H: 10.195 19.409 7.029  0.114
H: 5.893 15.216 11.090  0.168
H: 7.272 17.186 4.001  0.131
H: 10.651 17.962 4.728  0.130
H: 8.419 20.799 9.940  0.089
F: 7.574 8.702 4.643  0.110
O: 8.779 18.968 10.545  -0.235
C: 8.132 10.482 6.091  -0.077
H: 4.966 15.325 8.748  0.122
H: 8.234 20.527 11.623  0.081
O: 4.985 17.402 8.606  -0.418
H: 3.184 18.240 8.572  0.118
C: 8.285 12.107 7.856  -0.041
H: 6.093 13.162 5.433  0.111
H: 5.903 22.699 7.284  0.120
H: 3.699 16.154 9.722  0.150
C: 3.812 17.765 7.816  0.024
H: 9.505 16.885 8.189  0.073
C: 7.381 12.973 7.176  -0.221
C: 6.789 12.541 5.973  -0.011
H: 9.522 18.293 8.744  0.092
C: 8.470 18.136 11.666  -0.174
C: 4.737 16.214 9.384  -0.134
N: 7.001 17.963 5.949  -0.070
H: 8.766 20.600 6.623  0.064
C: 7.181 15.598 7.793  -0.178
C: 8.976 16.700 5.195  -0.178
H: 4.984 20.222 11.238  0.106
C: 5.317 19.475 10.554  -0.017
H: 7.496 20.576 5.323  0.086
H: 4.077 18.437 7.027  0.094
H: 9.394 16.200 4.339  0.120
N: 6.616 19.634 8.335  -0.114
N: 9.230 17.790 7.888  -0.078
H: 8.903 16.251 10.745  0.149
H: 7.889 22.038 6.171  0.113

Atomic forces in eV per Å
-0.19 -0.78 -0.32
-0.16 0.30 0.36
-0.06 -0.14 -0.09
0.02 -0.65 0.79
-1.04 0.67 -1.47
0.50 -2.00 -0.43
0.61 -0.04 -0.47
-1.37 1.21 1.14
0.06 1.03 -0.26
0.00 -0.49 -0.45
0.36 0.35 0.33
1.05 0.34 1.17
0.45 0.65 -0.50
-0.12 -0.77 -0.37
-1.31 -2.57 0.49
0.87 0.28 -0.67
-0.09 -0.39 0.60
0.65 -0.74 1.05
-0.92 0.69 -1.29
0.63 -1.33 0.78
-1.13 1.36 -0.82
-0.47 -0.30 0.30
0.14 -0.91 0.23
-0.36 0.45 -0.08
-0.56 -1.06 1.12
0.50 0.66 0.34
-0.43 0.09 0.22
0.77 0.36 -0.18
-0.04 0.38 -0.35
-0.24 0.30 -0.61
-1.11 0.69 -1.26
-0.29 -0.16 -0.59
0.42 -0.12 0.82
1.98 -2.06 -0.92
0.24 0.51 0.25
0.45 0.03 0.75
-1.26 2.41 -0.89
0.01 -0.72 -0.52
-0.50 0.96 -1.11
-0.08 0.20 -0.31
0.40 -0.10 0.25
0.37 0.65 -0.28
1.15 0.91 0.26
0.25 -2.18 -0.17
0.00 1.76 0.32
-0.18 0.73 0.55
-1.11 0.63 1.18
-0.20 -1.02 -0.44
-0.35 0.19 -0.54
-0.41 1.93 0.76
-0.05 0.09 -0.02
-0.19 0.38 -0.33
0.09 0.33 -0.05
-0.07 0.58 1.40
0.45 -1.51 -0.41
0.05 0.24 -0.27
1.44 -0.58 0.26
-0.36 0.35 -0.26
-0.80 0.87 -1.34
1.09 -1.14 1.10
-0.15 1.22 0.19
-0.51 -0.01 -0.22
-0.29 -1.96 -0.60
1.61 -0.62 1.46
-0.07 0.32 0.69
-0.09 -1.31 -0.50
0.19 -0.07 0.26
0.34 0.46 -0.22
-0.18 -0.45 -0.39
0.35 0.22 -0.80
-0.18 1.11 1.01
-0.37 -0.03 0.15
-0.22 -0.70 0.22

**Energy above the lowest of the compared OMol25 structures with the same formula, charge and spin**: 0.754 eV
**Energy**: -47113.849 eV
**Frontier orbital gap (spin up / spin down)**: 5.78 / 6.63 eV
**Total charge**: +2
**<S²>**: 2.0376
**Spin multiplicity**: 3
**Highest occupied orbital energy (spin up / spin down)**: -0.497 / -0.498 Ha
**LUMO energy (spin up / spin down)**: -7.74 / -6.92 eV

***

2.
C25H38N2O3PdS2Se | ωB97M-V/def2-TZVPD

Each line ends with the Löwdin charge.
Atoms and positions in Å:
H: -0.222 -3.458 -7.857  0.097
H: 1.382 0.637 -0.192  0.004
C: -0.154 -0.079 -8.048  -0.088
H: -4.487 -0.999 5.794  0.078
H: 2.064 3.490 3.714  0.064
S: -0.509 2.311 1.296  0.872
C: -3.265 -1.513 4.110  -0.177
H: -0.527 -2.931 -5.480  0.111
C: -0.622 -0.385 -4.324  -0.432
H: 2.345 -0.877 4.614  0.066
S: 1.149 -1.942 -1.304  0.635
C: 3.348 -0.979 2.699  -0.813
H: 0.299 -2.090 -3.739  0.082
H: 1.948 -2.308 3.658  0.060
O: 2.384 -0.297 2.012  -0.344
N: -1.100 -0.556 -1.336  0.010
C: -1.024 -0.673 4.132  -0.160
H: 0.148 1.988 3.474  0.070
H: 4.783 -2.624 2.332  0.058
H: 3.200 -2.775 1.514  0.052
H: 0.866 3.688 -0.008  0.074
H: -2.700 0.306 6.924  0.073
H: -0.910 -0.613 -0.309  0.020
H: -0.055 0.721 -8.771  0.096
C: -0.322 0.219 -6.706  -0.023
C: 4.462 -0.001 3.135  -0.076
H: -2.807 1.250 -0.372  0.097
H: -4.816 2.183 -1.529  0.064
H: -4.052 -2.077 3.621  0.073
H: -4.655 0.977 -2.810  0.065
C: 2.765 -1.648 3.961  -0.075
C: -2.983 1.026 -1.426  -0.247
H: 4.887 0.472 2.245  0.064
Se: -1.672 -2.254 1.802  0.475
H: -0.370 1.241 -6.353  0.115
C: -0.404 -2.124 -6.190  -0.034
H: -2.638 -0.637 -2.756  0.106
Pd: 0.642 -1.528 1.117  -0.056
C: -1.267 -0.067 5.354  -0.123
O: -1.281 3.594 1.495  -0.585
H: -0.057 -0.590 3.640  0.052
C: -2.495 -0.385 -1.705  -0.206
H: 2.070 1.762 -1.374  0.069
H: 2.508 1.837 0.347  0.059
H: -2.388 1.728 -2.014  0.096
H: 0.017 -1.639 -9.516  0.093
H: 5.268 -0.492 3.696  0.058
C: -0.172 -1.216 -2.009  -0.807
H: -0.157 2.624 -0.977  0.065
C: 3.982 -2.075 1.818  -0.081
C: -2.511 -0.175 5.971  -0.151
C: 1.690 1.674 -0.352  -0.151
H: 1.390 1.365 2.376  0.049
H: 4.023 0.782 3.759  0.062
C: -0.242 -2.424 -7.536  -0.092
C: -0.438 -0.800 -5.766  -0.124
C: 1.503 3.528 2.779  -0.143
H: -5.062 0.474 -1.164  0.070
H: -0.474 0.501 5.832  0.089
C: -0.112 -1.403 -8.467  -0.106
H: 0.820 4.381 2.815  0.059
C: 0.546 2.651 -0.140  -0.395
H: 2.222 3.690 1.975  0.060
C: 0.738 2.230 2.587  -0.402
C: -4.463 1.175 -1.751  -0.116
O: -1.017 0.733 -4.055  0.073
N: -0.317 -1.357 -3.418  0.076
H: 4.388 -1.614 0.913  0.068
C: -2.019 -1.412 3.479  -0.697
C: -3.508 -0.905 5.334  -0.145
H: 3.511 -2.223 4.525  0.060
H: -3.072 -1.092 -1.097  0.108

Atomic forces in eV per Å
0.00 0.00 0.00
-0.03 0.01 0.01
0.00 0.01 0.01
0.00 0.00 0.00
0.00 -0.01 0.01
-0.09 -0.05 -0.07
0.00 0.00 0.01
0.00 0.01 0.01
0.02 -0.04 -0.05
0.00 -0.01 0.01
-0.16 0.11 0.11
0.00 -0.03 0.02
0.00 0.01 -0.02
0.00 0.00 0.01
0.02 0.08 0.04
-0.08 0.08 0.31
-0.02 0.01 -0.02
0.01 -0.01 0.00
0.00 -0.01 0.00
-0.01 0.01 0.00
0.03 0.00 -0.03
0.00 0.00 0.00
0.01 -0.07 -0.08
0.00 0.00 0.00
0.01 -0.01 -0.01
0.00 0.00 -0.01
0.01 0.02 0.04
0.00 0.00 0.00
0.00 0.00 0.00
0.01 0.00 0.01
0.00 0.01 -0.02
0.01 0.01 -0.02
0.00 0.00 0.00
0.19 0.10 -0.13
0.00 0.00 -0.01
-0.01 -0.03 -0.01
0.00 0.00 0.02
-0.22 -0.10 -0.18
-0.01 0.00 0.00
0.04 0.00 -0.02
0.01 0.01 0.01
0.02 -0.02 0.03
0.00 0.01 0.00
0.01 0.01 0.04
0.01 -0.01 -0.01
0.00 0.00 0.00
0.00 0.00 0.00
0.26 -0.14 -0.13
-0.01 0.01 0.02
0.01 -0.01 0.00
0.00 0.00 0.00
0.00 0.00 0.02
-0.04 -0.11 -0.01
0.00 0.00 0.01
0.00 0.01 0.00
0.00 0.02 0.04
-0.03 0.02 0.00
0.00 0.01 0.00
0.01 0.00 0.00
0.00 -0.01 -0.01
0.01 0.00 -0.01
0.01 0.03 0.02
0.02 0.01 -0.04
0.03 0.02 0.03
0.00 0.00 0.01
-0.03 0.03 0.03
-0.03 -0.02 0.02
0.00 0.00 0.00
0.03 0.02 0.00
0.00 0.00 0.00
0.00 0.00 0.00
-0.02 -0.01 -0.02

**Energy above the lowest of the compared OMol25 structures with the same formula, charge and spin**: 1.502 eV
**Energy**: -126161.752 eV
**Frontier orbital gap**: 3.46 eV
**Total charge**: -2
**Highest occupied orbital energy**: 0.011 Ha
**LUMO energy**: 3.77 eV

***

3.
C25H38NOV | ωB97M-V/def2-TZVPD

Each line ends with the Löwdin charge.
Atoms and positions in Å:
H: -2.225 3.523 -0.911  0.057
H: 3.913 -1.259 -0.917  0.111
H: -1.121 3.073 2.287  0.097
H: -0.970 1.380 5.846  0.102
C: 0.048 1.739 5.615  -0.036
H: -1.429 2.896 4.040  0.073
H: -2.992 -1.243 -0.212  0.086
H: -1.230 -2.530 -3.346  0.099
H: 1.626 -0.012 -3.408  0.073
H: -2.438 1.504 0.711  0.084
H: -0.406 -4.384 0.772  0.113
H: 3.543 2.637 -1.209  0.139
H: 2.454 -1.016 1.880  0.076
C: 0.203 1.930 -2.194  -0.224
H: -2.161 1.758 2.886  0.090
C: 2.595 3.040 -3.232  -0.114
H: -2.165 -0.848 1.345  0.077
C: 0.019 -2.465 -0.063  -0.265
H: -0.763 2.860 -3.902  0.133
H: 3.254 0.110 -0.015  0.097
C: 0.295 2.669 -3.377  -0.157
C: -1.260 2.351 3.102  0.015
H: -1.268 -3.896 -2.153  0.115
H: 1.222 -2.191 2.411  0.076
C: -0.793 -3.348 0.824  -0.017
H: 3.202 0.122 -1.779  0.054
H: -3.808 2.815 -1.416  0.140
C: -2.171 -0.642 0.254  -0.100
H: 0.041 2.846 5.626  0.100
C: -2.121 1.388 -1.394  -0.350
H: 3.348 3.608 -3.573  0.065
H: -0.730 -3.023 1.875  0.089
C: 1.492 1.346 -1.610  -0.078
H: -1.481 -0.239 -2.733  0.049
H: 2.478 0.703 3.643  0.101
H: -1.849 -3.356 0.533  0.086
H: -0.184 2.759 -1.037  0.272
H: -2.327 -2.452 -1.900  0.079
C: -0.241 -2.157 -1.452  -0.277
C: -1.324 -2.783 -2.261  -0.015
C: -2.650 2.822 -1.587  -0.061
C: 2.634 2.390 -1.952  -0.053
C: 1.782 -1.166 -0.851  -0.298
C: 3.105 -0.512 -0.903  -0.053
H: 0.170 -0.877 -3.931  0.085
C: -2.190 0.820 -0.098  -0.188
C: 1.099 -0.965 -3.362  0.006
H: -2.480 3.275 -2.546  0.058
C: -0.065 1.445 3.163  -0.453
H: 2.115 0.377 5.372  0.089
C: 0.843 -1.344 -1.944  -0.284
H: 0.730 1.376 6.396  0.089
C: 1.715 0.349 4.355  -0.030
H: 1.455 -0.691 4.102  0.083
C: -2.339 0.463 -2.576  -0.058
C: 1.260 -1.839 0.312  -0.270
V: -0.027 -0.386 -0.353  0.966
H: 1.382 3.527 -5.016  0.128
C: 1.479 3.048 -4.004  -0.120
H: 1.717 -1.729 -3.864  0.116
C: 1.945 -1.954 1.624  -0.009
H: -2.340 0.975 -3.526  0.078
N: 0.546 1.216 4.341  -0.139
H: 2.698 -2.755 1.592  0.112
H: -3.293 -0.163 -2.475  0.127
O: 0.401 0.887 2.118  -0.040

Atomic forces in eV per Å
0.25 0.41 1.03
-0.20 -0.06 0.02
0.00 -0.25 0.17
0.42 0.09 -0.12
-0.07 0.22 0.25
0.02 -0.16 -0.41
1.22 0.16 -0.04
-0.12 -0.23 0.92
-0.01 -0.09 -0.24
0.72 0.10 -0.03
-0.19 0.45 0.01
-2.05 -1.22 -1.88
-0.16 -0.28 0.01
2.15 1.72 3.60
0.28 0.13 0.07
-1.22 -2.17 3.53
0.09 0.35 -0.57
0.53 -0.35 -0.69
2.51 0.14 1.02
0.03 0.01 -0.20
-3.19 0.29 -1.88
-0.23 0.24 0.24
-0.04 0.91 -0.13
0.24 0.07 -0.09
-0.13 -0.28 0.23
0.25 -0.32 0.14
2.03 -0.12 -0.28
-0.13 1.34 -0.58
0.09 -0.55 0.06
-2.29 -0.91 0.84
3.00 1.90 -0.69
-0.05 -0.15 -0.39
-1.24 6.00 1.24
-0.88 0.37 0.48
-0.33 -0.13 0.27
0.25 -0.05 0.04
0.77 -2.94 -3.51
0.67 -0.39 -0.40
1.74 -1.38 -0.22
-0.82 -0.18 -0.39
-1.66 -1.01 0.45
-0.46 -2.12 0.01
0.40 -1.84 -0.57
1.00 -0.40 0.26
0.16 0.11 0.03
0.27 -0.39 -0.62
-0.05 0.04 -0.31
0.14 -0.33 -0.71
1.14 -1.14 -1.30
0.10 -0.11 -0.33
0.80 -2.70 0.22
-0.39 0.28 -0.20
0.27 -0.14 0.09
0.05 0.39 0.08
0.38 -1.48 -0.19
0.29 -1.05 -1.31
-3.27 7.19 2.20
0.55 -0.56 1.19
-2.86 -0.07 -1.55
-0.18 0.16 0.30
0.19 0.18 0.39
-0.33 0.47 -0.13
-0.49 0.24 -0.31
-0.21 0.18 -0.03
1.20 0.96 0.00
-0.94 0.46 0.90

**Energy above the lowest of the compared OMol25 structures with the same formula, charge and spin**: 9.159 eV
**Energy**: -55750.790 eV
**Frontier orbital gap (spin up / spin down)**: 5.74 / 6.16 eV
**Total charge**: +1
**<S²>**: 1.0509
**Spin multiplicity**: 2
**Highest occupied orbital energy (spin up / spin down)**: -0.358 / -0.356 Ha
**LUMO energy (spin up / spin down)**: -4.00 / -3.52 eV

***

The highest total charge belongs to which entry? C25H38F3N3O3W

***

Among the records above, which one has the lowest energy? C25H38N2O3PdS2Se